[1]
Molecular formula: H41O20
Method: DFT, wB97M-V/def2-TZVPD

CARTESIAN COORDINATES (ANGSTROEM)
O: 3.750 3.770 1.832
H: 0.297 -0.440 1.807
O: 4.884 -0.394 1.533
H: 4.668 -0.108 2.428
H: 4.271 -1.110 1.621
O: 2.573 -1.367 4.705
H: 3.265 -1.699 4.261
H: 2.371 -1.740 5.522
O: -0.383 -1.121 4.045
H: -1.004 -0.552 4.554
H: -4.054 -2.706 -1.773
O: -0.649 -2.121 -4.844
H: 0.509 -3.596 -3.871
H: 0.382 -0.651 4.145
O: 0.385 -3.933 -2.796
H: -3.988 1.005 -3.950
H: -0.600 -4.133 -2.897
O: -3.187 0.819 -4.538
H: -4.318 -3.999 -0.907
H: 2.955 1.228 2.107
O: -3.441 -3.567 1.428
H: -3.761 -4.108 2.263
H: -2.992 -4.236 0.864
O: -1.092 -0.962 -1.481
H: -0.531 -1.328 -0.691
H: -0.610 -1.238 -5.139
O: -4.864 -0.308 0.447
H: -5.556 -0.574 -0.043
H: -4.673 -1.059 0.949
O: 0.906 2.527 -0.470
H: 0.021 2.919 -0.148
H: -3.135 1.570 -5.210
O: 1.129 -1.270 -2.439
H: 1.485 -2.229 -2.777
H: 2.010 -0.840 -2.490
O: 2.836 0.522 -1.699
H: 1.843 0.942 -2.024
H: 2.679 0.346 -0.787
O: -0.292 -0.254 1.075
H: -2.223 1.497 -0.379
H: -0.789 0.445 1.222
O: -4.597 -3.528 -1.723
H: 0.949 1.730 0.123
H: 4.425 4.387 1.691
O: -1.703 1.422 -1.202
H: -1.278 0.233 -1.537
H: -1.057 2.193 -1.143
O: 0.055 5.307 -1.030
H: 0.318 5.666 -1.977
H: 0.978 5.073 -0.903
O: 2.785 1.127 1.139
H: 3.329 3.549 0.947
H: 3.505 0.598 1.086
O: 3.984 1.822 3.349
H: 4.510 2.420 2.890
H: 3.682 2.178 4.139
O: -2.594 1.263 2.012
H: -3.137 1.799 2.473
H: -3.082 0.334 1.926
H: -1.426 -2.544 -5.333
H: -0.716 -0.977 -2.386

charge	+2
Kohn-Sham gap (alpha / beta)	9.8 / 2.4	eV
spin multiplicity	2
electronic energy	-41592.0945	eV
strongest force on any atom	7.23	eV/Å
energy above the lowest of the compared OMol25 structures with the same formula, charge and spin	4.8475	eV

Partial charges, Löwdin, in e: number 1, O, carries -0.01; number 2, H, carries 0.05; number 3, O, carries 0.01; number 4, H, carries 0.04; number 5, H, carries 0.05; number 6, O, carries 0.04; number 7, H, carries -0.03; number 8, H, carries 0.03; number 9, O, carries -0.02; number 10, H, carries 0.08; number 11, H, carries 0.03; number 12, O, carries -0.06; number 13, H, carries 0.16; number 14, H, carries -0.06; number 15, O, carries -0.11; number 16, H, carries 0.07; number 17, H, carries 0.09; number 18, O, carries -0.13; number 19, H, carries 0.02; number 20, H, carries 0.06; number 21, O, carries -0.12; number 22, H, carries 0.12; number 23, H, carries 0.04; number 24, O, carries 0.05; number 25, H, carries 0.16; number 26, H, carries 0.02; number 27, O, carries 0.03; number 28, H, carries -0.01; number 29, H, carries 0.00; number 30, O, carries -0.09; number 31, H, carries 0.08; number 32, H, carries 0.07; number 33, O, carries -0.07; number 34, H, carries 0.15; number 35, H, carries 0.03; number 36, O, carries 0.13; number 37, H, carries 0.22; number 38, H, carries 0.02; number 39, O, carries 0.03; number 40, H, carries 0.10; number 41, H, carries -0.08; number 42, O, carries -0.07; number 43, H, carries 0.02; number 44, H, carries 0.04; number 45, O, carries 0.05; number 46, H, carries 0.13; number 47, H, carries 0.10; number 48, O, carries -0.10; number 49, H, carries 0.12; number 50, H, carries 0.00; number 51, O, carries 0.08; number 52, H, carries 0.09; number 53, H, carries -0.05; number 54, O, carries 0.01; number 55, H, carries 0.02; number 56, H, carries 0.06; number 57, O, carries -0.03; number 58, H, carries -0.01; number 59, H, carries 0.12; number 60, H, carries 0.12; number 61, H, carries 0.08

***

[2]
Molecular formula: C16H32N4O8PS2
Method: DFT, wB97M-V/def2-TZVPD

CARTESIAN COORDINATES (ANGSTROEM)
C: 4.032 -1.369 0.883
N: 2.896 -0.449 0.899
C: 3.250 0.898 0.421
C: 2.257 -0.428 2.162
O: 2.861 -0.660 3.193
C: 0.768 -0.115 2.228
C: -0.105 -0.901 1.267
P: -1.747 0.116 1.350
N: -1.716 1.018 -0.086
O: -2.814 -1.132 1.088
C: 0.224 -1.038 -0.216
C: 0.620 -2.545 -0.335
C: -0.152 -3.133 0.771
O: -0.450 -4.426 0.877
N: -1.962 -4.698 0.779
O: -2.407 -4.285 -0.176
N: -0.510 -2.261 1.649
H: 4.902 -0.995 1.413
H: 3.720 -2.323 1.295
H: 4.278 -1.557 -0.159
H: 4.327 1.022 0.361
H: 2.875 1.032 -0.594
H: 2.804 1.679 1.019
H: 0.442 -0.227 3.255
H: 0.600 0.946 2.007
H: -2.265 0.620 -0.843
H: -2.111 1.927 0.110
H: -3.709 -0.785 1.079
H: 1.035 -0.453 -0.616
H: -0.608 -0.921 -0.902
H: 1.682 -2.669 -0.109
H: 0.460 -2.970 -1.329
H: -1.050 -2.441 2.486
C: 1.082 6.011 3.154
C: -0.451 5.974 3.085
C: -0.847 4.644 2.428
S: 0.472 3.487 2.816
O: 1.127 3.111 1.582
O: -0.013 2.488 3.733
C: 1.510 4.648 3.690
H: 1.439 6.818 3.791
H: 1.494 6.164 2.154
H: -0.863 6.022 4.094
H: -0.851 6.818 2.528
H: -1.782 4.251 2.821
H: -0.904 4.729 1.344
H: 2.555 4.413 3.502
H: 1.288 4.548 4.752
C: -3.091 -3.080 -4.788
C: -2.066 -3.133 -5.929
C: -0.944 -2.145 -5.584
S: -0.895 -2.054 -3.793
O: -1.265 -0.723 -3.375
O: 0.325 -2.669 -3.306
C: -2.280 -3.149 -3.498
H: -3.809 -3.896 -4.850
H: -3.646 -2.140 -4.830
H: -1.659 -4.142 -6.008
H: -2.518 -2.888 -6.888
H: 0.027 -2.477 -5.943
H: -1.154 -1.145 -5.957
H: -2.826 -2.813 -2.619
H: -1.881 -4.149 -3.333

charge	+1
Kohn-Sham gap	6.9	eV
electronic energy	-70401.5605	eV
strongest force on any atom	3.13	eV/Å

Partial charges, Löwdin, in e: number 1, C, carries -0.07; number 2, N, carries -0.18; number 3, C, carries -0.03; number 4, C, carries -0.41; number 5, O, carries 0.12; number 6, C, carries -0.10; number 7, C, carries -0.45; number 8, P, carries 0.92; number 9, N, carries -0.14; number 10, O, carries -0.31; number 11, C, carries -0.11; number 12, C, carries -0.03; number 13, C, carries -0.30; number 14, O, carries 0.03; number 15, N, carries 0.13; number 16, O, carries 0.17; number 17, N, carries 0.20; number 18, H, carries 0.09; number 19, H, carries 0.09; number 20, H, carries 0.09; number 21, H, carries 0.09; number 22, H, carries 0.09; number 23, H, carries 0.06; number 24, H, carries 0.12; number 25, H, carries 0.06; number 26, H, carries 0.05; number 27, H, carries 0.03; number 28, H, carries 0.05; number 29, H, carries 0.11; number 30, H, carries 0.07; number 31, H, carries 0.14; number 32, H, carries 0.10; number 33, H, carries 0.19; number 34, C, carries -0.21; number 35, C, carries -0.21; number 36, C, carries -0.22; number 37, S, carries 0.66; number 38, O, carries -0.34; number 39, O, carries -0.33; number 40, C, carries -0.22; number 41, H, carries 0.12; number 42, H, carries 0.12; number 43, H, carries 0.12; number 44, H, carries 0.12; number 45, H, carries 0.10; number 46, H, carries 0.10; number 47, H, carries 0.11; number 48, H, carries 0.11; number 49, C, carries -0.21; number 50, C, carries -0.20; number 51, C, carries -0.21; number 52, S, carries 0.68; number 53, O, carries -0.32; number 54, O, carries -0.33; number 55, C, carries -0.24; number 56, H, carries 0.12; number 57, H, carries 0.12; number 58, H, carries 0.12; number 59, H, carries 0.12; number 60, H, carries 0.11; number 61, H, carries 0.11; number 62, H, carries 0.10; number 63, H, carries 0.11

***

[3]
Molecular formula: C9H21F2NO2P
Method: DFT, wB97M-V/def2-TZVPD

CARTESIAN COORDINATES (ANGSTROEM)
C: -1.730 1.146 3.879
C: -1.511 0.883 2.429
C: -0.728 -0.492 2.370
C: -0.402 -0.993 0.982
F: -1.384 -1.730 0.383
F: 0.729 -1.767 0.898
P: -0.043 0.358 -0.329
O: -1.156 1.203 -0.825
C: 0.718 -0.621 -1.678
C: -0.212 -1.475 -2.527
C: -1.076 -0.835 -3.704
N: -2.167 -0.081 -3.004
O: 1.190 1.196 0.128
C: 2.378 0.724 0.865
C: 3.502 1.669 0.500
H: -2.001 0.353 4.549
H: -0.888 1.652 4.283
H: -2.616 1.864 4.022
H: -1.117 1.741 2.050
H: -2.526 0.721 1.860
H: -1.486 -1.287 2.698
H: 0.177 -0.433 3.094
H: 1.452 -1.198 -1.162
H: 1.197 0.038 -2.306
H: -0.817 -2.179 -1.875
H: 0.517 -2.258 -3.134
H: -1.332 -1.631 -4.409
H: -0.367 -0.219 -4.316
H: -2.937 -0.798 -2.874
H: -2.482 0.569 -3.733
H: -1.980 0.391 -2.149
H: 2.204 0.720 1.963
H: 2.592 -0.324 0.609
H: 3.868 1.565 -0.555
H: 3.013 2.612 0.720
H: 4.281 1.456 1.166

charge	+1
Kohn-Sham gap	10.4	eV
electronic energy	-29976.5387	eV
strongest force on any atom	5.69	eV/Å
energy above the lowest of the compared OMol25 structures with the same formula, charge and spin	0.0000	eV
structure (SMILES)	CCCC(F)(F)[P@](=O)(CCC[NH3+])OCC

Partial charges, Löwdin, in e: number 1, C, carries -0.13; number 2, C, carries -0.26; number 3, C, carries -0.10; number 4, C, carries -0.53; number 5, F, carries 0.05; number 6, F, carries 0.04; number 7, P, carries 0.68; number 8, O, carries -0.28; number 9, C, carries -0.22; number 10, C, carries -0.21; number 11, C, carries -0.14; number 12, N, carries 0.19; number 13, O, carries -0.21; number 14, C, carries -0.23; number 15, C, carries -0.05; number 16, H, carries 0.07; number 17, H, carries 0.07; number 18, H, carries 0.11; number 19, H, carries 0.06; number 20, H, carries 0.15; number 21, H, carries 0.15; number 22, H, carries 0.16; number 23, H, carries 0.08; number 24, H, carries 0.08; number 25, H, carries 0.12; number 26, H, carries 0.17; number 27, H, carries 0.13; number 28, H, carries 0.14; number 29, H, carries 0.20; number 30, H, carries 0.17; number 31, H, carries 0.06; number 32, H, carries 0.13; number 33, H, carries 0.11; number 34, H, carries 0.11; number 35, H, carries 0.09; number 36, H, carries 0.06

***

[4]
Molecular formula: C28H28FIrN5OS
Method: DFT, wB97M-V/def2-TZVPD

CARTESIAN COORDINATES (ANGSTROEM)
Ir: -0.099 0.137 -0.432
C: 4.856 0.541 4.791
C: 3.724 0.750 3.843
C: 2.683 1.633 4.130
C: 1.682 1.854 3.219
C: 1.655 1.227 1.952
N: 0.677 1.543 1.062
C: 0.152 2.801 1.039
C: 1.000 3.909 1.256
C: 0.539 5.200 1.237
C: -0.811 5.468 1.012
C: -1.331 6.862 0.953
C: -1.661 4.392 0.787
C: -1.215 3.079 0.781
N: -2.188 2.090 0.534
C: -3.444 2.084 1.032
C: -4.140 1.088 0.383
C: -3.226 0.541 -0.518
N: -2.055 1.154 -0.414
C: 2.668 0.264 1.703
C: 3.666 0.051 2.644
N: 2.763 -0.454 0.499
C: 3.911 -0.748 -0.152
C: 3.591 -1.578 -1.201
C: 2.210 -1.754 -1.111
N: 1.720 -1.068 -0.083
H: 4.959 1.391 5.460
H: 5.791 0.403 4.252
H: 4.683 -0.349 5.396
H: 2.671 2.160 5.072
H: 0.877 2.530 3.461
H: 2.052 3.717 1.404
H: 1.228 6.015 1.400
H: -0.671 7.545 1.480
H: -2.329 6.923 1.382
H: -1.391 7.180 -0.089
H: -2.705 4.581 0.584
H: -3.751 2.753 1.810
H: -5.159 0.797 0.537
H: -3.369 -0.239 -1.240
H: 4.434 -0.678 2.427
H: 4.851 -0.329 0.145
H: 4.254 -1.981 -1.938
H: 1.562 -2.344 -1.729
C: 1.816 -6.325 -0.428
C: 1.302 -5.163 0.357
C: 0.046 -4.622 0.101
C: -0.391 -3.504 0.784
C: 0.418 -2.929 1.746
C: 1.668 -3.456 2.025
C: 2.100 -4.573 1.335
S: -0.169 -1.420 2.548
C: -1.332 -2.207 3.732
O: -1.077 -0.818 1.510
H: 1.015 -6.832 -0.957
H: 2.311 -7.043 0.222
H: 2.544 -5.973 -1.160
H: -0.603 -5.077 -0.633
H: -1.350 -3.055 0.568
H: 2.298 -2.988 2.765
H: 3.069 -4.996 1.556
H: -1.985 -2.900 3.213
H: -1.913 -1.416 4.197
H: -0.733 -2.717 4.479
F: 0.500 0.740 -2.268

charge	+1
Kohn-Sham gap (alpha / beta)	5.6 / 5.6	eV
electronic energy	-55372.5969	eV
strongest force on any atom	3.82	eV/Å
energy above the lowest of the compared OMol25 structures with the same formula, charge and spin	1.8749	eV

Partial charges, Löwdin, in e: number 1, Ir, carries 1.42; number 2, C, carries -0.05; number 3, C, carries -0.27; number 4, C, carries -0.02; number 5, C, carries -0.02; number 6, C, carries -0.27; number 7, N, carries -0.02; number 8, C, carries -0.23; number 9, C, carries -0.01; number 10, C, carries -0.02; number 11, C, carries -0.26; number 12, C, carries -0.04; number 13, C, carries 0.02; number 14, C, carries -0.12; number 15, N, carries -0.08; number 16, C, carries -0.02; number 17, C, carries -0.02; number 18, C, carries -0.11; number 19, N, carries -0.06; number 20, C, carries -0.15; number 21, C, carries 0.01; number 22, N, carries -0.06; number 23, C, carries -0.01; number 24, C, carries -0.01; number 25, C, carries -0.12; number 26, N, carries -0.07; number 27, H, carries 0.08; number 28, H, carries 0.08; number 29, H, carries 0.09; number 30, H, carries 0.12; number 31, H, carries 0.12; number 32, H, carries 0.13; number 33, H, carries 0.12; number 34, H, carries 0.08; number 35, H, carries 0.08; number 36, H, carries 0.09; number 37, H, carries 0.13; number 38, H, carries 0.14; number 39, H, carries 0.11; number 40, H, carries 0.12; number 41, H, carries 0.12; number 42, H, carries 0.14; number 43, H, carries 0.11; number 44, H, carries 0.12; number 45, C, carries -0.04; number 46, C, carries -0.26; number 47, C, carries -0.02; number 48, C, carries -0.09; number 49, C, carries -0.41; number 50, C, carries -0.08; number 51, C, carries -0.03; number 52, S, carries 0.98; number 53, C, carries -0.18; number 54, O, carries -0.63; number 55, H, carries 0.08; number 56, H, carries 0.09; number 57, H, carries 0.09; number 58, H, carries 0.12; number 59, H, carries 0.11; number 60, H, carries 0.11; number 61, H, carries 0.12; number 62, H, carries 0.06; number 63, H, carries 0.06; number 64, H, carries 0.06; number 65, F, carries -0.53